Record 1
The following is a quantum chemistry calculation of a single C35H33BrN4O3 molecule, from the Open Molecules 2025 dataset.

The geometry in XYZ format:
```
76
Properties=species:S:1:pos:R:3:forces:R:3:nbo_charge:R:1
Br 4.42946 -2.60736 -5.45662 -0.163 0.052 0.038 0.059
O 3.00220 2.22827 -3.19655 -0.080 0.106 -0.213 -0.628
O -5.65837 -1.54858 1.07957 0.331 0.429 -0.516 -0.358
O -2.21213 -1.12132 -4.48247 -0.035 0.026 -0.173 -0.585
N 4.10763 1.82714 -1.27114 0.201 -0.070 0.240 -0.600
N -1.83022 -0.26954 0.12123 -0.262 0.107 -0.048 -0.467
N -6.20767 -2.34025 2.02785 -0.458 -0.563 0.666 -0.071
N -1.36682 -0.26225 -2.59195 -0.425 0.183 0.332 -0.637
C 4.86945 4.73074 -1.00745 0.051 -0.017 -0.010 -0.151
C -5.32601 -2.82235 2.81333 0.576 0.616 -0.708 0.153
C 6.83924 3.69556 -0.13416 -0.077 -0.048 -0.140 -0.199
C 2.21175 -2.42519 -3.68437 0.096 -0.054 -0.025 -0.233
C -4.66138 -4.21054 4.75392 -0.116 0.168 -0.240 -0.213
C -5.65431 -3.70221 3.91646 -0.282 -0.396 0.475 -0.013
C -4.99501 -5.04868 5.80165 -0.031 -0.117 0.150 -0.214
C 0.14049 -1.30954 -4.18178 0.108 -0.302 -0.271 -0.077
C 1.51351 1.34762 -0.02382 0.134 0.019 -0.215 -0.185
C -4.21514 -1.47589 1.23778 0.303 0.076 -0.032 0.253
C 7.12193 4.84470 0.58273 -0.039 0.124 0.041 -0.214
C -0.62012 0.24660 -0.35100 0.379 0.102 -0.226 0.149
C -3.56957 -1.97297 -0.05795 -0.029 -0.012 0.253 -0.418
C -1.23941 -0.88719 -3.79609 0.033 -0.130 -0.064 0.654
C -3.83958 -0.00708 1.44946 -0.018 -0.239 0.085 -0.413
C 1.76150 1.31722 -1.39094 -0.433 -0.096 0.045 -0.150
C -7.31121 -4.88960 5.20044 -0.055 0.001 -0.011 -0.209
C 5.71312 3.62821 -0.94101 0.106 -0.064 0.012 -0.062
C 0.33349 0.83316 0.47976 -0.139 -0.152 0.039 -0.255
C 2.99524 1.84907 -2.03994 0.082 -0.137 0.083 0.666
C -2.07041 -1.69135 -0.05531 -0.125 -0.302 -0.079 -0.218
C 0.94394 -2.03072 -3.30373 -0.123 0.042 -0.180 -0.199
C 1.87753 -1.39896 -5.84500 0.143 -0.041 0.000 -0.237
C 5.37095 2.38120 -1.71326 0.020 0.067 -0.137 -0.250
C 2.67202 -2.09068 -4.94733 0.158 -0.049 -0.054 -0.065
C 0.60468 -1.02081 -5.46011 -0.167 -0.001 0.233 -0.174
C -6.31750 -5.39047 6.02843 0.081 -0.028 0.050 -0.204
C 5.15168 5.87496 -0.28689 0.000 -0.046 -0.017 -0.215
C 6.60319 7.20071 1.27688 0.045 0.028 -0.063 -0.626
C -2.32605 0.19346 1.39930 -0.279 0.176 0.001 -0.218
C -3.92612 -2.36886 2.45537 -0.314 0.063 -0.146 -0.504
C -6.98607 -4.05261 4.15279 0.131 0.019 -0.003 -0.186
C 0.78714 0.80002 -2.23725 0.114 0.190 0.163 -0.194
C -0.37851 0.24478 -1.74114 0.330 0.193 0.265 0.192
C 6.28280 5.94920 0.51799 0.052 -0.072 0.055 -0.020
H -0.03425 -0.48430 -6.14458 -0.072 0.039 -0.072 0.233
H -4.04546 -1.45527 -0.89207 0.015 0.002 -0.064 0.222
H -3.75105 -3.04222 -0.17954 -0.036 -0.026 0.012 0.220
H 4.05010 1.52243 -0.31353 -0.102 -0.025 -0.102 0.395
H 7.14867 6.97345 2.19003 0.021 0.045 0.073 0.216
H -3.47113 -1.81623 3.27918 0.077 -0.046 0.024 0.226
H 4.48778 6.72521 -0.35148 -0.073 0.093 0.004 0.207
H 8.00603 4.88326 1.20321 0.082 0.011 0.082 0.208
H 0.16292 0.86853 1.54450 -0.057 -0.008 0.097 0.218
H -2.10431 1.25757 1.49720 0.037 -0.082 0.066 0.221
H -7.74461 -3.65374 3.49848 -0.118 0.015 -0.040 0.232
H 3.98973 4.68478 -1.63299 -0.123 0.004 -0.081 0.213
H 7.50446 2.84586 -0.06896 0.059 -0.103 -0.003 0.207
H -1.85385 -0.34410 2.23906 0.063 0.077 -0.006 0.168
H -8.34304 -5.15552 5.37588 -0.086 -0.015 0.005 0.216
H -2.32113 -0.10028 -2.28787 0.055 -0.081 -0.104 0.419
H -6.57342 -6.04550 6.84786 -0.020 -0.051 0.064 0.214
H 7.22704 7.85438 0.66631 0.034 0.100 0.033 0.222
H 5.24345 2.61061 -2.77547 0.097 -0.115 0.144 0.249
H 6.15869 1.62960 -1.59987 -0.048 0.103 -0.073 0.199
H 2.24876 -1.15810 -6.82898 0.035 0.013 -0.054 0.233
H -3.62580 -3.95261 4.58837 0.097 0.041 -0.038 0.207
H -4.23245 0.34188 2.40613 -0.041 -0.018 0.030 0.217
H -1.59026 -2.25756 0.76188 0.045 0.007 -0.071 0.171
H 0.58181 -2.28950 -2.31957 -0.027 0.020 0.109 0.219
H 2.21807 1.79560 0.66186 0.068 0.050 0.061 0.209
H -4.31066 0.57624 0.65713 0.019 0.051 0.001 0.224
H -1.63237 -2.02772 -0.99486 0.007 0.004 0.111 0.222
H 2.83997 -2.98334 -3.00722 0.043 -0.040 0.028 0.229
H 5.69623 7.74423 1.53141 -0.021 0.068 0.056 0.216
H 0.95836 0.86287 -3.30001 0.023 0.041 -0.045 0.247
H -3.29094 -3.22076 2.20636 0.072 0.002 0.059 0.227
H -4.21868 -5.43736 6.44450 0.052 -0.027 0.044 0.214
```
Forces are in eV/Å.

The value obtained for the HOMO energy is -8.43 eV. Its HOMO-LUMO gap is 8.79 eV. Its SMILES is Cc1ccc(CNC(=O)c2ccc(N3CCC4(CC3)CC(c3ccccc3)=NO4)c(NC(=O)c3ccc(Br)cc3)c2)cc1. Its spin multiplicity is 1.

---

Record 2
The following is a quantum chemistry calculation of a molecular structure, C35H33Cl2N6O5S2Ti, from the Open Molecules 2025 dataset.

The geometry in XYZ format:
```
84
Properties=species:S:1:pos:R:3:forces:R:3:mulliken_charge:R:1
Ti 0.08989 0.56592 -0.32350 -0.239 -0.023 0.639 0.032
Cl 5.68046 4.49064 1.05585 0.021 0.005 0.000 -0.293
Cl 0.41999 4.94949 2.08775 0.029 -0.014 -0.017 -0.270
S 0.88383 -5.30264 -1.89196 -0.009 0.021 0.015 -0.114
S 1.98031 -3.20479 -0.03977 0.221 -0.046 -0.057 -0.375
O 0.41222 -0.58773 -2.05627 0.036 0.016 -0.023 -0.763
O 0.33482 1.50167 -9.01023 0.051 -0.009 0.007 -0.747
O 0.22591 2.28294 0.76016 0.099 -0.023 -0.143 -0.239
O 0.35493 -0.69770 -8.97987 0.050 0.005 0.007 -0.747
O 0.33616 1.59045 -2.09001 -0.040 -0.161 0.124 -0.743
N 2.27105 0.83311 -0.20172 -0.141 -0.001 -0.083 0.670
N -2.17062 1.21827 -0.64439 0.060 -0.007 -0.078 1.182
N 0.86521 -0.40748 2.34289 -0.108 -0.200 -0.079 1.404
N -1.13709 -0.89545 0.50684 0.024 -0.216 -0.182 1.532
N 0.36765 0.41062 -8.38486 -0.141 0.000 -0.028 0.887
N -0.09350 -4.80077 0.40733 0.097 -0.080 0.081 -0.128
C -3.66887 -1.46163 -2.79920 0.020 -0.018 0.030 -1.039
C 0.00722 -1.56046 2.50871 0.129 0.030 0.032 -0.079
C 0.40975 -0.78500 -6.26957 0.009 0.003 0.001 -0.543
C 0.42481 -0.75622 -4.90312 0.000 0.000 -0.019 -0.474
C 0.40030 0.48072 -2.76759 0.027 0.069 -0.004 1.368
C -2.80001 1.54618 0.64711 -0.033 0.014 0.024 -1.182
C 3.86879 2.54777 0.38816 -0.008 -0.098 0.128 0.284
C -2.03751 -2.67784 1.94150 0.015 0.051 -0.042 -0.613
C 0.16500 -2.43170 3.57290 -0.015 -0.017 0.013 -0.544
C 0.90599 -4.39409 -0.38684 -0.126 0.078 -0.003 0.473
C -2.05869 -1.17687 -0.51653 -0.031 0.097 -0.110 0.069
C -3.40315 -0.19786 -2.28611 -0.044 0.027 -0.003 -0.349
C 4.87909 1.73923 -0.17813 0.073 -0.019 -0.026 -0.998
C 4.07662 3.81702 0.98037 -0.048 -0.033 -0.014 0.710
C 3.22080 0.11102 -0.74350 0.061 -0.001 0.016 -0.528
C 4.56282 0.53338 -0.73659 -0.020 0.042 0.020 -1.282
C 0.40445 1.67725 -4.93812 -0.001 -0.009 0.001 -0.332
C 1.42106 2.77062 0.86947 0.195 0.087 -0.037 -0.500
C -2.35634 2.34871 -1.55689 -0.015 0.021 -0.004 -1.347
C -0.75247 -3.44493 3.82908 -0.051 -0.006 -0.013 -1.051
C 0.38120 0.63214 3.26249 0.049 0.070 -0.062 -1.386
C 2.55616 2.03688 0.36446 0.013 0.112 -0.129 0.010
C 0.39060 0.42992 -6.99923 0.029 -0.005 0.029 -0.268
C -2.61159 -0.05578 -1.15971 0.032 -0.001 -0.026 -0.094
C 3.02463 4.51776 1.49110 0.015 0.005 0.009 -0.481
C 0.42080 0.47134 -4.19972 -0.004 -0.061 0.053 0.328
C -0.74733 -6.00930 -1.50691 0.016 0.018 -0.039 -0.288
C -2.31893 -2.43268 -1.05944 0.014 -0.090 0.065 0.274
C -3.12011 -2.57368 -2.18269 -0.025 0.033 -0.017 -0.874
C -1.06237 -1.71579 1.60520 -0.124 0.036 -0.003 -0.479
C -0.82189 -5.98971 0.01436 -0.032 -0.004 -0.025 -0.782
C 1.72131 4.00078 1.43410 -0.137 0.019 0.101 0.569
C 0.38971 1.66504 -6.30508 0.005 0.028 -0.008 -0.659
C 2.27120 -0.69485 2.62292 0.004 0.070 -0.029 -1.206
C -1.88250 -3.52522 3.02569 0.050 -0.037 0.016 -0.989
H 0.41335 0.27750 4.30225 0.000 0.002 -0.011 0.475
H 0.37682 2.57692 -6.88247 0.000 -0.003 -0.001 0.461
H -0.82623 -7.01346 -1.91576 -0.001 -0.006 0.013 0.458
H -3.79357 0.67442 -2.79180 0.009 0.005 0.007 0.423
H -1.83855 -3.30150 -0.62614 -0.018 0.069 0.006 0.138
H 1.00441 1.52038 3.17676 0.004 0.057 -0.046 0.473
H -0.16930 -4.40889 1.33741 -0.031 0.043 -0.006 0.046
H 0.40899 -1.71324 -6.82030 -0.001 -0.001 0.000 0.467
H -1.51425 -5.37432 -1.95042 -0.003 -0.014 0.004 0.009
H 5.32189 -0.08996 -1.18719 -0.014 -0.013 -0.004 0.453
H 2.45522 -0.89942 3.68633 -0.004 0.009 -0.001 0.440
H -1.85246 -5.93031 0.36589 -0.003 0.008 0.008 0.294
H -1.82098 3.20280 -1.14462 0.006 -0.004 0.002 0.143
H -2.65333 -4.25757 3.23821 0.003 0.002 0.005 0.401
H -3.28570 -3.55972 -2.60080 -0.009 -0.001 -0.004 0.359
H -3.41809 2.60600 -1.65647 -0.002 -0.002 0.007 0.369
H -0.61146 -4.11703 4.66534 0.005 0.001 -0.004 0.390
H 1.01459 -2.31300 4.23323 0.001 0.001 -0.013 0.316
H -4.26932 -1.56548 -3.69284 0.000 -0.002 0.000 0.392
H -3.86537 1.76197 0.50417 0.003 0.005 -0.010 0.400
H -2.92333 -2.76180 1.32904 -0.013 -0.001 -0.014 0.589
H 5.90099 2.09437 -0.17383 -0.006 0.003 0.005 0.423
H -1.93728 2.12356 -2.53264 -0.003 -0.007 -0.001 0.424
H 2.91612 -0.82026 -1.20748 -0.012 0.012 0.004 0.572
H 0.40476 2.61544 -4.39723 -0.001 0.004 -0.010 0.439
H 3.18315 5.48806 1.94091 0.003 -0.002 -0.001 0.479
H 2.87168 0.17323 2.35208 0.020 0.038 -0.023 0.292
H -0.35627 -6.88677 0.43715 -0.001 0.004 0.005 0.425
H -0.64263 0.90181 3.00941 0.000 0.019 -0.010 0.152
H -2.30143 2.42024 1.06490 0.011 -0.003 -0.005 0.258
H -2.69291 0.71334 1.33668 0.003 -0.011 -0.007 0.187
H 2.59206 -1.55326 2.03748 0.001 0.007 -0.001 0.251
H 0.43197 -1.67655 -4.33219 0.000 0.001 -0.004 0.592
```
Forces are in eV/Å.

The value obtained for the HOMO energy (spin up / spin down) is -2.41 / -5.24 eV. As for the total charge: -1. Its HOMO-LUMO gap (spin up / spin down) is 4.12 / 6.94 eV. Its spin multiplicity is 3. The value obtained for the relative energy (zero: lowest compared OMol25 entry of this formula, charge and spin) is 41.5 kJ/mol.

---

Record 3
The following is a quantum chemistry calculation of a molecular structure, C35H33ClN4OsSi2, from the Open Molecules 2025 dataset.

The geometry in XYZ format:
```
76
Properties=species:S:1:pos:R:3:forces:R:3:mulliken_charge:R:1
Os -1.22101 -0.71375 2.44373 8.468 6.037 1.148 0.651
Cl 3.25993 0.82838 1.62594 0.148 -0.106 0.422 -0.302
Si -0.37412 -1.36012 -2.04017 0.285 0.989 -5.436 -0.130
Si 2.57299 0.96910 -0.35467 -2.248 -0.193 0.957 0.312
N 2.37067 -0.13953 4.79459 -0.983 0.088 -0.414 0.021
N -0.69589 1.38840 3.34248 0.268 -1.231 0.127 0.070
N 0.69593 -0.97197 3.63732 -0.749 0.602 -0.486 0.358
N 0.68688 2.66248 4.49520 -0.417 -0.945 -0.504 -0.089
C -0.93950 -1.58097 -0.35221 -1.509 -0.284 0.708 -0.688
C 0.26061 2.43234 0.38715 -0.401 0.063 -0.281 -0.014
C 1.89073 -1.81243 -0.17603 0.789 -1.764 0.807 -0.887
C -2.29503 1.97947 -3.72639 -0.094 -0.088 0.142 -0.677
C 1.18782 0.15140 4.17076 0.859 -0.882 0.173 -0.349
C -0.30694 -2.88120 -0.26805 -1.135 -0.824 1.025 -0.883
C -2.43581 -2.33897 2.31727 -2.129 -1.963 -0.087 -0.276
C -0.53694 4.44795 -0.64452 0.102 -0.186 -0.108 -0.886
C 0.26421 -2.54617 -3.34653 0.420 -0.278 0.286 0.753
C -0.04271 -0.40417 -0.45939 -0.307 0.967 0.482 0.625
C 1.56812 -2.00427 3.90766 0.064 0.622 0.247 -0.478
C -2.09064 0.73152 -3.12292 0.152 0.432 -0.179 -0.158
C -1.20619 2.74169 -4.15579 -0.092 -0.195 0.081 -0.554
C 1.43651 2.45939 -0.37713 0.431 0.470 0.515 0.629
C 1.85599 -4.09909 -4.32585 -0.031 0.062 0.032 -0.755
C 1.71069 3.62695 -1.09530 -0.467 -0.112 -0.141 -0.616
C 2.60882 -1.49493 4.64164 -0.486 0.281 -0.272 -0.718
C -0.49360 -2.61119 -4.53682 0.097 0.197 0.196 -0.546
C 1.06378 -2.93069 -0.06927 1.923 -0.206 0.555 -1.148
C 1.40143 -0.54013 -0.48452 1.088 1.694 0.270 0.209
C -0.78794 3.32813 0.15523 0.644 0.207 0.177 -0.388
C -0.06954 -3.40348 -5.60415 0.056 -0.056 0.165 -0.654
C -1.24105 2.65317 3.40787 0.452 -0.125 0.160 -0.533
C 1.44711 -3.29878 -3.26052 -0.182 -0.068 -0.150 -0.091
C -3.13931 -0.24177 2.98114 -1.569 0.247 -0.094 -0.455
C 1.10658 -4.15191 -5.50069 -0.182 0.146 0.164 -0.489
C -3.11791 -1.15498 1.88930 -2.469 -1.233 -0.624 -0.308
C 0.45270 1.39381 4.02482 -0.318 1.182 -0.119 0.333
C -0.79751 0.21973 -3.02054 -0.305 -0.662 0.338 0.298
C 0.28602 0.95886 -3.50857 -0.066 0.282 -0.032 -0.355
C 0.08512 2.23349 -4.04089 0.050 -0.276 0.127 -0.680
C 0.73134 4.61822 -1.21158 -0.082 0.202 -0.012 -0.512
C -0.38016 3.46065 4.10142 0.088 -0.698 0.074 -0.796
C -2.04253 -2.15065 3.67226 -1.430 -1.439 0.970 -0.763
C -2.46226 -0.85230 4.07677 -1.124 -0.715 1.947 -0.182
H -0.46766 4.50019 4.36340 0.144 0.009 0.013 0.431
H 0.16435 1.68752 1.17698 -0.102 0.042 -0.517 0.440
H -1.40960 -2.01899 -4.62887 0.321 -0.191 -0.058 0.337
H 1.29620 0.54963 -3.45000 -0.165 0.097 -0.048 0.471
H 0.94336 5.52985 -1.77364 -0.034 -0.276 0.180 0.424
H -1.35540 3.73156 -4.58156 -0.057 -0.218 0.056 0.444
H -0.91428 -3.79446 -0.24681 0.263 0.507 -0.252 0.628
H -2.28617 -3.23991 1.73632 0.139 0.160 0.016 0.468
H -1.76736 3.16485 0.61445 0.361 0.244 -0.042 0.375
H 0.94278 2.82823 -4.34931 -0.197 -0.124 -0.049 0.472
H -3.30862 2.35966 -3.85154 0.243 -0.043 0.058 0.419
H -1.31673 5.19859 -0.79126 0.278 -0.249 -0.061 0.441
H -3.62497 0.72675 2.98116 0.280 -0.072 -0.063 0.597
H 1.51069 2.95226 5.01546 -0.383 0.075 -0.192 0.203
H 1.43249 -4.77584 -6.33363 -0.086 0.193 0.237 0.391
H 3.45939 -1.98998 5.06883 0.159 0.063 0.013 0.437
H 2.76820 -4.68361 -4.23099 -0.144 0.128 -0.072 0.413
H 0.04274 -0.17120 1.55694 0.352 -0.106 -0.572 0.229
H 1.52359 -3.89101 0.18697 -0.156 0.310 -0.264 0.371
H 1.37678 -3.01312 3.56816 0.136 0.196 0.075 0.467
H 3.81188 1.19568 -1.03278 0.486 -0.232 -0.794 -0.192
H 2.69328 3.75096 -1.54640 -0.267 0.047 -0.178 0.425
H 2.05602 -3.25508 -2.36043 -0.121 -0.053 -0.241 0.251
H -0.50773 0.58367 -0.50615 0.168 -0.630 -0.150 0.599
H -2.20207 2.89009 2.97187 0.282 0.035 0.034 0.493
H -2.33275 -0.42277 5.06239 0.157 -0.020 -0.207 0.483
H -2.92241 0.14612 -2.72430 0.028 0.273 -0.247 0.427
H 2.96017 -1.91975 0.05484 -0.476 -0.131 -0.236 0.444
H -3.58992 -0.99223 0.92883 0.085 -0.022 0.114 0.578
H -0.65731 -3.43992 -6.52026 0.112 0.022 0.241 0.411
H 2.96787 0.54499 5.25233 -0.092 -0.462 -0.138 0.201
H -1.52905 -2.87615 4.29103 0.130 0.183 -0.180 0.556
H -2.02520 -1.45826 -0.29209 0.546 0.007 0.167 0.966
```
Forces are in eV/Å.

The value obtained for the HOMO energy (spin up / spin down) is -10.35 / -13.08 eV. As for the total charge: +2. Its HOMO-LUMO gap (spin up / spin down) is 4.18 / 4.60 eV. Its spin multiplicity is 5. The value obtained for the relative energy (zero: lowest compared OMol25 entry of this formula, charge and spin) is 180.2 kJ/mol.